No. 1
Below is a structure of composition C54H42F2GeP3V, with properties calculated with wB97M-V/def2-TZVPD.

Cartesian coordinates (Å):
Ge1 1.76 1.25 1.75
V1 -0.54 -0.52 -0.76
P1 -1.70 0.36 1.13
P2 0.44 1.46 -1.67
P3 1.16 -1.96 0.08
F1 2.86 2.01 2.91
F2 -1.36 -1.70 -1.83
C1 -4.65 -3.18 1.17
C2 -4.78 3.09 0.69
C3 -2.08 3.08 1.29
C4 5.21 -1.53 0.04
C5 3.92 -2.01 -0.08
C6 -2.86 -1.04 1.21
C7 1.51 2.82 0.57
C8 -4.08 1.88 0.71
C9 1.45 -3.21 -1.22
C10 -1.73 3.27 -2.07
C11 -3.67 -1.27 0.09
C12 -0.27 -3.86 1.49
C13 -3.82 -2.98 2.27
C14 0.75 0.90 4.38
C15 2.03 -5.02 -3.26
C16 -3.17 1.37 -3.50
C17 2.06 0.86 -5.40
C18 2.07 5.19 0.42
C19 1.78 5.19 -0.94
C20 -3.01 3.55 -2.51
C21 -1.89 1.08 -3.07
C22 -0.16 0.83 5.42
C23 1.71 -4.54 -0.92
C24 0.34 0.80 3.04
C25 3.33 0.40 -5.08
C26 -0.60 -4.62 2.60
C27 2.83 -1.28 0.37
C28 1.95 4.02 1.15
C29 1.77 -3.69 -3.56
C30 1.33 4.03 -1.53
C31 3.71 0.30 -3.75
C32 -4.56 -2.33 0.08
C33 3.03 -0.03 0.98
C34 -3.74 2.60 -3.22
C35 5.42 -0.29 0.62
C36 1.48 -2.79 -2.55
C37 4.34 0.45 1.09
C38 -2.78 4.27 1.28
C39 -1.51 0.70 5.16
C40 -2.73 1.87 1.00
C41 2.00 -5.44 -1.94
C42 -1.15 2.03 -2.35
C43 -2.93 -1.92 2.28
C44 1.55 1.11 -3.07
C45 1.47 -2.79 2.75
C46 -4.14 4.28 0.98
C47 1.16 2.86 -0.79
C48 1.12 -3.53 3.87
C49 -1.02 0.58 2.80
C50 -1.93 0.58 3.85
C51 0.09 -4.45 3.80
C52 1.17 1.22 -4.40
C53 2.83 0.65 -2.74
C54 0.78 -2.95 1.56
H1 3.13 0.55 -1.71
H2 -3.62 -0.62 -0.77
H3 4.70 -0.06 -3.49
H4 -5.35 -4.00 1.16
H5 1.77 0.95 -6.44
H6 -0.17 -5.04 4.66
H7 -3.73 0.62 -4.06
H8 0.18 1.57 -4.66
H9 2.41 6.09 0.90
H10 2.19 -6.48 -1.69
H11 -1.46 0.12 -3.32
H12 1.70 -4.89 0.10
H13 -1.02 3.09 1.54
H14 2.24 4.03 2.19
H15 -2.27 5.19 1.52
H16 4.53 1.40 1.55
H17 -3.45 4.51 -2.29
H18 4.02 0.13 -5.86
H19 6.05 -2.11 -0.32
H20 2.25 -5.72 -4.05
H21 3.77 -2.97 -0.55
H22 -5.84 3.08 0.46
H23 -4.69 5.21 0.99
H24 -3.87 -3.65 3.11
H25 2.30 -2.09 2.82
H26 -5.18 -2.49 -0.79
H27 -1.41 -5.34 2.54
H28 -0.83 -3.99 0.57
H29 1.79 1.07 4.60
H30 6.42 0.12 0.71
H31 -4.61 0.96 0.51
H32 1.66 -3.39 4.80
H33 0.20 0.91 6.44
H34 -2.23 0.69 5.97
H35 -4.74 2.83 -3.56
H36 -2.99 0.48 3.64
H37 1.79 -3.35 -4.59
H38 1.90 6.10 -1.52
H39 1.10 4.03 -2.59
H40 1.28 -1.75 -2.81
H41 -2.26 -1.81 3.13
H42 -1.19 4.00 -1.49

Values from the calculation:
LUMO (spin up / spin down) = -3.0 / -2.9 eV
<S²> = 0.78
2S+1 = 2
Net charge = +1

---

No. 2
Below is a structure of composition C54H43AsN4O4PS2SeTl in a non-equilibrium geometry, with properties calculated with wB97M-V/def2-TZVPD.

Cartesian coordinates (Å):
Tl1 -0.75 -0.93 0.57
Se1 -2.94 0.27 -4.22
As1 -0.34 5.24 3.05
S1 0.26 -3.40 3.10
S2 0.76 0.40 2.67
P1 -0.52 1.78 0.00
O1 -0.82 0.55 2.46
O2 1.31 1.61 3.22
O3 1.29 0.18 1.18
O4 1.02 -0.83 3.43
N1 2.96 -3.50 1.82
N2 0.74 -2.79 1.66
N3 -1.50 -0.39 -1.73
N4 1.19 -1.78 -0.81
C1 2.45 2.49 -3.45
C2 -1.84 -5.26 -1.65
C3 3.76 -1.45 -1.80
C4 1.42 4.59 3.60
C5 -3.75 3.66 -1.75
C6 -2.37 -6.40 -2.31
C7 1.23 -5.65 4.31
C8 -4.60 -3.64 -4.71
C9 -5.63 -2.79 -4.27
C10 -3.25 1.54 0.00
C11 2.25 -2.15 -0.06
C12 0.57 2.07 -1.39
C13 1.08 2.44 -3.73
C14 1.38 -1.23 -2.02
C15 2.21 -6.63 4.53
C16 2.66 3.33 5.26
C17 -2.18 -2.47 0.53
C18 -2.60 -4.03 -1.54
C19 -4.67 -2.75 -2.05
C20 0.12 2.22 -2.73
C21 0.93 8.19 -0.52
C22 2.88 2.31 -2.13
C23 2.58 4.69 2.81
C24 -2.31 -3.18 -0.49
C25 3.82 3.43 4.49
C26 3.57 -1.99 -0.53
C27 -4.83 2.87 -1.29
C28 -4.56 1.82 -0.40
C29 1.96 2.09 -1.11
C30 0.05 3.17 1.08
C31 1.46 -4.58 3.39
C32 0.16 -6.53 -1.09
C33 0.21 6.41 1.55
C34 -3.65 -3.64 -2.47
C35 -1.61 -7.56 -2.39
C36 -2.17 2.30 -0.50
C37 -3.61 -4.05 -3.82
C38 2.70 -4.54 2.73
C39 3.77 4.13 3.27
C40 -0.07 7.22 -0.73
C41 1.53 8.28 0.74
C42 1.96 -2.81 1.21
C43 -0.99 3.66 2.04
C44 -5.66 -2.35 -2.93
C45 -0.59 -5.35 -1.01
C46 -0.45 6.35 0.30
C47 2.66 -1.09 -2.58
C48 -2.43 3.41 -1.34
C49 -0.35 -7.63 -1.79
C50 3.45 -6.59 3.82
C51 -2.10 -0.15 -2.70
C52 1.17 7.41 1.78
C53 3.68 -5.56 2.93
C54 1.46 3.93 4.83
H1 1.14 -6.58 -0.60
H2 -2.02 -8.44 -2.90
H3 0.23 -8.57 -1.83
H4 3.94 2.29 -1.89
H5 4.21 -7.35 3.99
H6 4.61 -5.47 2.36
H7 0.93 2.72 1.58
H8 2.76 -0.64 -3.57
H9 0.50 -0.94 -2.57
H10 -3.36 -6.35 -2.78
H11 2.55 5.21 1.85
H12 -0.94 2.13 -3.01
H13 -5.36 1.19 -0.01
H14 -2.80 -4.70 -4.16
H15 4.76 2.96 4.81
H16 -6.45 -1.66 -2.60
H17 -3.08 0.74 0.73
H18 -5.86 3.08 -1.61
H19 0.55 3.87 5.43
H20 3.84 -3.52 1.31
H21 0.26 -5.68 4.84
H22 4.78 -1.30 -2.17
H23 0.49 3.98 0.46
H24 4.66 4.26 2.66
H25 1.69 7.46 2.74
H26 -0.21 -4.48 -0.45
H27 4.42 -2.24 0.12
H28 -1.63 4.08 -1.70
H29 -3.94 4.49 -2.44
H30 1.21 8.86 -1.34
H31 2.01 -7.44 5.24
H32 -6.43 -2.52 -4.96
H33 2.65 2.77 6.20
H34 3.17 2.65 -4.26
H35 -1.25 5.62 0.13
H36 2.31 1.89 -0.08
H37 -1.92 3.99 1.57
H38 2.31 9.01 0.95
H39 -1.19 2.92 2.86
H40 -0.59 7.15 -1.69
H41 -4.56 -3.97 -5.75
H42 0.75 2.57 -4.76
H43 -4.66 -2.42 -1.01

Values from the calculation:
LUMO = 3.8 eV
Energy above the lowest of the compared OMol25 structures with the same formula, charge and spin = 0.0 kJ/mol
2S+1 = 1
Net charge = -2

---

Calculated molar mass (Da), listed in the same order as above: 945.4, 1265.3